# C27H22O5PS3W

A structure of composition C27H22O5PS3W (the ωB97M-V functional and the def2-TZVPD basis, OMol25).

Summary:
* HOMO: -11.54 eV
* LUMO energy: -0.1827 hartree
* net charge: +1
* molar mass: 737.483 g mol⁻¹
* HOMO-LUMO gap: 6.6 eV

Each line ends with the Mulliken charge.
Element x y z (Å)
W -1.73696 -0.90181 -0.31409  1.916
O -1.12383 -3.34673 1.60187  -0.512
C -0.54320 -2.30599 1.72440  -0.597
O -0.16958 -1.56756 0.62813  -0.460
C -0.27345 -1.63947 3.05353  0.527
C 0.79477 -0.53190 3.02623  -0.177
C 1.22671 -0.21219 4.46033  -1.051
C 0.00026 0.58241 4.97437  -0.956
C -0.89728 0.57300 3.73244  -0.030
O 0.03159 0.62142 2.65054  -0.223
C -1.52249 -0.84237 3.57521  -0.075
C -2.72754 -0.77771 2.67034  -0.310
O -3.85832 -0.95025 2.96935  -0.533
O -2.38671 -0.41315 1.36381  -0.391
H -0.03985 -2.43966 3.75432  0.696
H 1.59651 -0.68960 2.31197  0.687
H 2.12312 0.40462 4.45188  0.310
H 1.43658 -1.10840 5.04246  0.406
H 0.26784 1.60497 5.23142  0.358
H -0.48018 0.13006 5.84029  0.382
H -1.60717 1.39275 3.65530  0.618
H -1.88214 -1.24055 4.52040  0.633
C 3.07682 2.28791 1.17878  -0.538
C 1.83931 2.83744 0.88464  -0.853
C 0.96999 2.17741 0.03042  -0.460
C 1.34673 0.96365 -0.54043  1.214
C 2.59429 0.41108 -0.24254  -0.922
C 3.45441 1.07458 0.61552  -0.684
P 0.21163 0.07834 -1.62573  0.585
C 1.15881 -0.82572 -2.84228  0.747
C 1.36788 -0.32692 -4.12386  -0.732
C 2.12253 -1.06008 -5.02629  -0.654
C 2.66467 -2.28056 -4.64924  -0.651
C 2.45134 -2.78129 -3.37125  -0.846
C 1.69413 -2.05913 -2.46498  0.040
C -1.02240 1.25444 -2.16068  0.303
C -1.10895 2.30389 -3.05840  -0.726
C -2.27414 3.05906 -3.04751  -0.686
C -3.31135 2.77968 -2.15532  -0.800
C -3.22667 1.72257 -1.26385  -0.878
C -2.07090 0.93740 -1.28075  0.658
H 3.75499 2.80806 1.84229  0.425
H 1.54620 3.78271 1.32092  0.451
H 0.00121 2.60963 -0.18374  0.393
H 2.90132 -0.52495 -0.69017  0.359
H 4.42506 0.65108 0.83686  0.447
H 0.94099 0.62078 -4.42636  0.193
H 2.28481 -0.67871 -6.02508  0.442
H 3.25139 -2.84913 -5.35814  0.409
H 2.86468 -3.73904 -3.08610  0.448
H 1.50111 -2.45810 -1.47501  0.450
H -0.30121 2.54953 -3.73470  0.519
H -2.37995 3.88734 -3.73548  0.429
H -4.20037 3.39618 -2.16920  0.432
H -4.04295 1.50831 -0.58656  0.594
S -4.14003 -3.49944 -3.21146  -0.106
C -3.24259 -2.69177 -2.17062  0.119
S -1.53211 -2.32312 -2.26391  -0.125
S -3.79937 -1.94499 -0.66428  -0.215

Forces on the atoms, in the same order (eV/Å):
W 0.17 -0.21 -0.41
O 0.08 0.09 -0.02
C -0.12 -0.07 0.10
O -0.11 -0.07 0.01
C 0.02 -0.06 -0.03
C 0.01 0.03 -0.02
C 0.01 0.01 -0.01
C -0.01 0.01 0.00
C 0.02 -0.01 0.01
O -0.01 -0.01 0.04
C -0.04 0.07 -0.02
C 0.08 -0.14 -0.06
O -0.03 0.05 0.00
O -0.26 0.08 0.06
H 0.01 -0.01 -0.02
H 0.02 0.01 -0.02
H 0.00 0.00 0.00
H 0.00 0.00 0.00
H 0.00 0.00 0.00
H 0.00 0.00 0.00
H 0.00 0.00 0.00
H -0.01 0.01 0.01
C 0.02 -0.02 0.00
C -0.02 0.01 -0.01
C -0.02 -0.02 0.02
C 0.10 -0.05 -0.01
C -0.03 0.00 -0.01
C -0.01 0.02 0.02
P 0.01 0.23 -0.02
C -0.02 -0.03 0.02
C -0.02 0.02 -0.03
C 0.00 0.00 0.00
C 0.00 0.00 0.01
C 0.01 0.00 -0.01
C -0.02 0.02 -0.02
C -0.09 -0.16 0.01
C 0.00 0.10 0.03
C -0.02 -0.01 0.01
C 0.02 0.01 -0.02
C 0.00 0.02 0.00
C 0.23 -0.06 -0.02
H 0.00 0.00 0.00
H 0.00 0.00 0.00
H 0.00 0.01 0.00
H 0.01 0.01 -0.01
H 0.00 0.00 0.00
H 0.00 -0.01 0.01
H 0.00 0.00 0.00
H 0.00 0.00 0.00
H 0.00 0.00 0.00
H 0.01 -0.01 0.00
H 0.00 0.00 0.01
H 0.01 0.00 0.00
H 0.00 0.00 0.00
H 0.00 0.00 0.00
S 0.04 0.02 0.03
C -0.11 -0.09 0.03
S -0.05 0.21 0.22
S 0.14 0.02 0.12